1.
Molecular formula: C23H21N5O
Method: DFT, ωB97M-V with the def2-TZVPD basis set

```
50
Properties=species:S:1:pos:R:3
C 6.9660 1.6338 0.1613
C 5.6311 1.0192 -0.1137
C 5.5268 -0.1519 -0.9067
C 4.3119 -0.7049 -1.1553
C 3.1223 -0.1274 -0.6326
N 1.9674 -0.6801 -0.8973
C 0.8435 -0.1264 -0.4022
N -0.3249 -0.6727 -0.7240
C -0.4815 -1.9090 -1.4526
C -0.9331 -2.9984 -0.5130
C -0.0021 -3.8058 0.1259
C -0.4146 -4.7716 1.0271
C -1.7619 -4.9342 1.3020
C -2.6951 -4.1254 0.6757
C -2.2821 -3.1600 -0.2253
C 0.8712 1.0292 0.4178
C -0.3121 1.6088 0.9794
N -1.4781 1.1216 0.8097
C -2.6152 1.7373 1.4207
C -3.7522 1.8976 0.4463
C -5.0260 2.2330 0.8932
C -6.0494 2.3778 -0.0267
C -5.7610 2.1742 -1.3683
N -4.5559 1.8567 -1.8065
C -3.5818 1.7274 -0.9234
C 2.1086 1.6548 0.7217
O 2.2964 2.6462 1.4048
N 3.2604 1.0047 0.1357
C 4.4807 1.5504 0.3786
H 7.6079 0.9243 0.6820
H 7.4567 1.9031 -0.7731
H 6.8621 2.5256 0.7724
H 6.4258 -0.5948 -1.3088
H 4.1925 -1.5922 -1.7543
H -1.1279 -0.2413 -0.2491
H 0.4836 -2.1545 -1.8986
H -1.2263 -1.7562 -2.2405
H 1.0487 -3.6722 -0.0865
H 0.3161 -5.3988 1.5168
H -2.0840 -5.6889 2.0044
H -3.7468 -4.2472 0.8904
H -3.0111 -2.5279 -0.7124
H -0.1391 2.5075 1.5828
H -2.3720 2.7198 1.8642
H -2.9531 1.0832 2.2367
H -5.2095 2.3785 1.9493
H -7.0478 2.6389 0.2895
H -6.5261 2.2692 -2.1277
H -2.6100 1.4741 -1.3260
H 4.4470 2.4383 0.9951
```

Its orbital gap is 8.0 eV. The LUMO energy comes out at -0.003 Ha. The relative energy (zero: lowest compared OMol25 entry of this formula, charge and spin) comes out at 0.0 kJ/mol. Its net charge is 0. The electronic energy comes out at -33690.763 eV. The HOMO energy comes out at -0.29712 hartree.


2.
Molecular formula: C23H21N5O6
Method: DFT, ωB97M-V with the def2-TZVPD basis set

```
55
Properties=species:S:1:pos:R:3
C -8.6806 -3.1282 0.4316
O -7.4367 -2.4780 0.4214
C -6.8727 -2.3686 -0.8643
C -5.7145 -1.4142 -0.7870
C -4.4152 -1.7975 -1.0890
C -3.3861 -0.8710 -0.9892
C -1.9641 -1.2115 -1.2915
N -3.6161 0.3821 -0.6065
C -4.8345 0.7576 -0.2730
O -5.0121 2.0079 0.1663
C -3.8305 2.7811 0.2603
C -2.7007 1.9861 0.9384
O -2.8464 1.3849 1.9681
N -1.4928 2.1198 0.2935
N -0.4038 1.4862 0.7351
C 0.6814 1.5664 0.0709
C 1.8604 0.8974 0.5199
C 2.0884 0.0908 1.6153
C 3.4343 -0.2884 1.5472
C 3.9618 0.3083 0.4173
C 5.3096 0.2422 -0.1159
C 6.1557 -0.7509 0.3782
C 7.4572 -0.8610 -0.0799
N 8.3054 -1.8972 0.4487
O 9.4348 -1.9759 0.0137
O 7.8408 -2.6296 1.2968
C 7.9526 0.0099 -1.0432
C 7.1164 0.9914 -1.5332
C 5.8037 1.1313 -1.0930
C 4.9639 2.2256 -1.6650
O 2.9973 1.0272 -0.1991
C -5.9461 -0.1028 -0.3656
C -7.2425 0.3620 -0.0639
N -8.3042 0.7488 0.1289
H -9.0009 -3.1554 1.4704
H -8.5996 -4.1518 0.0444
H -9.4188 -2.5779 -0.1641
H -6.5393 -3.3541 -1.2267
H -7.6220 -1.9764 -1.5737
H -4.2060 -2.8100 -1.3955
H -1.8526 -2.2714 -1.4978
H -1.3405 -0.9369 -0.4423
H -1.6204 -0.6417 -2.1537
H -3.5327 3.1198 -0.7392
H -4.0983 3.6380 0.8830
H -1.4478 2.6193 -0.5979
H 0.7663 2.1404 -0.8606
H 1.3622 -0.1732 2.3548
H 3.9528 -0.9065 2.2506
H 5.8083 -1.4561 1.1157
H 8.9696 -0.0948 -1.3866
H 7.4907 1.6756 -2.2801
H 4.5237 2.8280 -0.8727
H 5.5600 2.8686 -2.3075
H 4.1464 1.8079 -2.2507
```

Its orbital gap is 7.4 eV. The LUMO energy comes out at -0.022 Ha. The relative energy (zero: lowest compared OMol25 entry of this formula, charge and spin) comes out at 295.6 kJ/mol. Its net charge is 0. The electronic energy comes out at -43922.768 eV. The HOMO energy comes out at -0.29443 hartree.


3.
Molecular formula: C23H21N7O4
Method: DFT, ωB97M-V with the def2-TZVPD basis set

```
55
Properties=species:S:1:pos:R:3
O -1.0915 1.9715 -4.2412
N -0.6250 1.3130 -3.2896
O -1.2401 1.1427 -2.2157
C 0.6967 0.7348 -3.3851
C 1.4908 0.8865 -4.5579
C 2.8749 0.9202 -4.4113
N 3.7859 0.8262 -5.5479
O 4.9677 0.4825 -5.3647
O 3.3097 1.0822 -6.6777
C 3.4282 1.0136 -3.0887
N 4.5940 1.4803 -2.6019
N 4.5020 1.3930 -1.2519
N 3.3049 0.9763 -0.8772
N 2.5941 0.7255 -2.0069
C 1.2553 0.4491 -2.1310
H 1.0260 0.9931 -5.5412
H 0.6877 0.2299 -1.2361
C -0.6149 -1.6404 0.5326
C -1.4627 -0.6471 1.0210
C -0.9315 0.7098 1.3636
C -0.0745 0.8888 2.4608
C 0.4991 2.1352 2.7023
C 0.2176 3.2096 1.8507
C -0.6949 3.0568 0.8049
C -1.2888 1.8178 0.5895
N -2.7886 -0.8620 1.2349
C -3.3788 -2.1917 1.2100
C -4.8668 -1.9951 1.5355
C -5.0100 -0.5780 2.1010
C -3.6741 0.1354 1.8339
C 0.7778 -1.7721 0.9134
C 1.7093 -0.7004 0.8409
C 2.9873 -0.7953 1.3652
C 3.4283 -1.9833 1.9466
C 2.5449 -3.0712 2.0216
C 1.2606 -2.9820 1.4828
H -1.0677 -2.5193 0.0460
H 0.1272 0.0480 3.1291
H 1.1737 2.2657 3.5534
H 0.6753 4.1843 2.0250
H -0.9659 3.8887 0.1520
H -2.0318 1.6955 -0.1939
H -3.2557 -2.6490 0.2258
H -2.9120 -2.8656 1.9496
H -5.4610 -2.0790 0.6211
H -5.2367 -2.7662 2.2130
H -5.8314 -0.0450 1.6143
H -5.2393 -0.5850 3.1698
H -3.2575 0.5743 2.7579
H -3.8340 0.9640 1.1304
H 1.4162 0.2795 0.4502
H 3.6273 0.0849 1.3179
H 4.4456 -2.0199 2.3472
H 2.8661 -3.9976 2.5058
H 0.5609 -3.8137 1.6003
```

Its orbital gap is 5.1 eV. The LUMO energy comes out at -0.081 Ha. The relative energy (zero: lowest compared OMol25 entry of this formula, charge and spin) comes out at 0.0 kJ/mol. Its net charge is 0. The electronic energy comes out at -42802.860 eV. The HOMO energy comes out at -0.26727 hartree.


4.
Molecular formula: C23H22ClN2O2PRe
Method: DFT, ωB97M-V with the def2-TZVPD basis set

```
52
Properties=species:S:1:pos:R:3
Re 1.9335 0.3993 0.3248
O 2.8614 -1.3776 -0.0046
C 2.5865 -0.9968 -1.2243
O 2.9569 0.2101 -1.4772
C 1.6947 -1.6981 -2.1691
C 2.0831 -2.7430 -2.9882
C 1.1542 -3.2564 -3.8845
C -0.1337 -2.7390 -3.9485
C -0.5225 -1.7033 -3.1101
C 0.3985 -1.1723 -2.2174
P -0.0485 0.0682 -0.9732
C -0.6808 1.5079 -1.8236
C -1.5766 2.3943 -1.2187
C -1.9881 3.5256 -1.9007
C -1.4957 3.7879 -3.1743
C -0.5890 2.9220 -3.7695
C -0.1782 1.7807 -3.0985
C -1.2889 -0.6948 0.0798
C -0.8631 -1.6458 1.0103
C -1.7929 -2.3584 1.7476
C -3.1506 -2.1276 1.5587
C -3.5780 -1.2008 0.6190
C -2.6527 -0.4887 -0.1295
H 3.0877 -3.1412 -2.9436
H 1.4396 -4.0684 -4.5392
H -0.8437 -3.1524 -4.6516
H -1.5360 -1.3227 -3.1509
H -1.9541 2.2047 -0.2215
H -2.6930 4.2050 -1.4414
H -1.8213 4.6733 -3.7037
H -0.2075 3.1302 -4.7596
H 0.5229 1.1049 -3.5728
H 0.1907 -1.8786 1.1344
H -1.4638 -3.1127 2.4500
H -3.8769 -2.6888 2.1311
H -4.6353 -1.0399 0.4585
H -2.9984 0.2133 -0.8761
C 0.5681 -0.9939 5.3791
N 1.0975 0.2327 4.7506
C 1.4722 1.3661 5.6194
C 1.3143 0.2671 3.4883
N 1.5153 0.3053 2.3415
H -0.2801 -0.7176 6.0016
H 1.3450 -1.4563 5.9854
H 0.2400 -1.6822 4.6050
H 0.6232 1.6055 6.2557
H 1.7208 2.2277 5.0062
H 2.3298 1.0827 6.2269
Cl 1.1056 2.7349 0.7247
C 2.5739 2.2949 -0.1372
H 3.4761 2.6088 0.3872
H 2.5581 2.6041 -1.1763
```

Its orbital gap (alpha / beta) is 8.1 / 7.1 eV. The LUMO energy (alpha / beta) comes out at -0.257 / -0.289 Ha. Its spin multiplicity is 2. The relative energy (zero: lowest compared OMol25 entry of this formula, charge and spin) comes out at 0.0 kJ/mol. Its net charge is +2. The electronic energy comes out at -55208.765 eV. The HOMO energy (alpha / beta) comes out at -0.55329 / -0.55081 hartree.